Entry 1:
Entry from the Open Molecules 2025 dataset: a structure of composition C43H40N10ORuSe (the ωB97M-V functional and the def2-TZVPD basis).

Structure (XYZ):
```
96
C43H40N10ORuSe (the ωB97M-V functional and the def2-TZVPD basis)
Ru 1.02448 -1.96611 0.42596
C 1.22303 -4.38152 2.58505
N 0.14866 -3.73908 1.80367
C -0.83452 -3.07367 2.67884
C -1.77514 -2.21604 1.86099
C -2.97427 -1.76639 2.38695
C -3.82811 -1.04226 1.57105
C -3.46886 -0.81663 0.25008
C -2.24819 -1.28610 -0.19043
N -1.39890 -1.95864 0.60045
C -0.55449 -4.74262 0.97793
C 0.07838 -4.94036 -0.36536
C -0.01126 -6.16436 -1.01053
C 0.42753 -6.27389 -2.31654
C 0.96171 -5.15144 -2.93126
C 1.06594 -3.98529 -2.20233
N 0.63142 -3.86143 -0.94027
C 2.42788 -3.49894 2.78531
C 3.47810 -3.92255 3.58682
C 4.53742 -3.06519 3.81533
C 4.51275 -1.79375 3.25034
C 3.44841 -1.45090 2.45099
N 2.42290 -2.29378 2.20399
H 1.52451 -5.30733 2.09156
H 0.83953 -4.67385 3.56903
H -0.30285 -2.47570 3.42097
H -1.41179 -3.82410 3.23191
H -3.23955 -2.00327 3.40877
H -4.77363 -0.68150 1.95358
H -4.12260 -0.28953 -0.43013
H -1.92788 -1.13113 -1.21299
H -1.57227 -4.39332 0.80546
H -0.63787 -5.69189 1.51448
H -0.44607 -7.01025 -0.49523
H 0.35257 -7.21331 -2.84746
H 1.30403 -5.17846 -3.95625
H 1.51849 -3.10720 -2.64131
H 3.44942 -4.90657 4.03600
H 5.36552 -3.37439 4.43895
H 5.30742 -1.08326 3.42537
H 3.38377 -0.47597 1.98607
C -5.91309 9.93472 -1.36831
O -5.48651 9.37786 -0.12391
C -4.77002 8.24751 -0.14388
C -4.38671 7.75943 1.11290
C -3.64890 6.60509 1.20072
C -3.27159 5.90348 0.04768
C -3.65744 6.39796 -1.19537
C -4.40087 7.56031 -1.30154
C -2.49189 4.67848 0.11316
N -2.11402 3.94257 -0.91933
C -1.42378 2.90570 -0.37876
C -1.36883 2.98729 0.99718
N -2.05976 4.13354 1.30028
C -0.70347 2.02523 1.80307
C -0.60546 2.07000 3.20610
C 0.07233 1.08199 3.86542
C 0.63698 0.03658 3.12930
N 0.55720 -0.04710 1.81113
C -0.09173 0.94007 1.14015
C -0.13179 0.85062 -0.30718
N 0.47357 -0.21009 -0.89643
C 0.44059 -0.31632 -2.21604
C -0.19532 0.61255 -3.04262
C -0.81634 1.69228 -2.46513
C -0.79162 1.82781 -1.06872
H -6.47123 10.82876 -1.11154
H -6.56280 9.23760 -1.89942
H -5.05366 10.20282 -1.98434
H -4.68180 8.30699 1.99640
H -3.37535 6.26169 2.19155
H -3.37188 5.86732 -2.09308
H -4.68392 7.92067 -2.27829
H -2.22388 4.53515 2.20697
H -1.05474 2.88364 3.76072
H 0.18353 1.09738 4.94031
H 1.17983 -0.74867 3.63712
H 0.94493 -1.17369 -2.64183
H -0.19182 0.46775 -4.11396
H -1.32930 2.44267 -3.05311
C 4.63996 -3.90845 -2.93027
N 4.42998 -2.49691 -3.25664
C 4.80927 -1.90652 -4.44128
C 4.57242 -0.58211 -4.31961
N 4.05112 -0.37620 -3.06170
C 3.77109 0.94067 -2.48970
C 3.94701 -1.55724 -2.42489
Se 3.48444 -1.83036 -0.62252
H 5.22594 -4.34953 -3.73098
H 3.68737 -4.42145 -2.84278
H 5.18794 -3.98167 -1.99428
H 5.23772 -2.47416 -5.24812
H 4.75394 0.23038 -5.00049
H 4.15186 1.68786 -3.17960
H 4.28207 1.03220 -1.53439
H 2.70282 1.07786 -2.35594
```

Its largest force on an atom is 0.4 eV Å⁻¹. The energy is -130096.162 eV. The energy above the lowest of the compared OMol25 structures with the same formula, charge and spin comes out at 0.0 kcal per mole. The spin multiplicity is 6. The value obtained for the highest occupied orbital energy (spin up / spin down) is -13.238 / -13.236 eV. As for the net charge: +3. The gap between HOMO and LUMO (spin up / spin down) is 5.63 / 3.87 eV.

Atom charges from the Mulliken analysis, given in e for atoms 1 to 5:
1 Ru 0.913
2 C -1.345
3 N 1.168
4 C -1.526
5 C 0.709

=====

Entry 2:
Entry from the Open Molecules 2025 dataset: a structure of composition C43H40N5O6PReS3 at a distorted geometry (the ωB97M-V functional and the def2-TZVPD basis).

Structure (XYZ):
```
99
C43H40N5O6PReS3 (the ωB97M-V functional and the def2-TZVPD basis)
Re -0.05923 0.25611 0.47835
N -0.48908 3.90634 0.03338
C 0.56341 3.48941 0.74913
N 0.83100 2.22894 1.05021
C 1.93529 2.15154 1.89105
C 2.55440 3.31615 2.15014
S 1.72387 4.60744 1.37560
C 2.23820 0.83594 2.40929
C 3.14849 0.50309 3.33338
S 3.09773 -1.18885 3.64834
C 1.81136 -1.36810 2.51430
N 1.45785 -0.22100 1.91161
N 1.28955 -2.56774 2.28929
H -1.33910 3.35721 0.10270
H -0.62084 4.89564 -0.10041
H 3.43358 3.49411 2.74527
H 3.83843 1.14456 3.85441
H 1.60689 -3.36149 2.82025
H 0.44009 -2.64102 1.73271
O -2.69399 2.46458 -1.53739
C -1.65323 1.86672 -1.61853
O -1.39827 0.83301 -0.81425
C -0.61886 2.19890 -2.64504
C -1.04356 3.02033 -3.68764
C -0.17568 3.38373 -4.69995
C 1.13477 2.92483 -4.68227
C 1.56431 2.10668 -3.65324
C 0.70073 1.74511 -2.61498
P 1.39761 0.53211 -1.44728
C 1.73662 -0.80755 -2.61587
C 0.66377 -1.20688 -3.41827
C 0.86997 -2.08411 -4.46516
C 2.14626 -2.57459 -4.72140
C 3.21100 -2.18283 -3.92658
C 3.01399 -1.29248 -2.87890
C 3.01141 1.15758 -0.91160
C 3.85471 0.29110 -0.21322
C 5.08913 0.72804 0.23817
C 5.48500 2.03930 0.00996
C 4.64182 2.91125 -0.66404
C 3.40777 2.47599 -1.12314
H -2.07044 3.35805 -3.68556
H -0.52245 4.01296 -5.50824
H 1.81880 3.19048 -5.47696
H 2.57874 1.72675 -3.66842
H -0.33174 -0.81935 -3.22935
H 0.03772 -2.38319 -5.08842
H 2.30845 -3.26349 -5.53848
H 4.20453 -2.56016 -4.12837
H 3.86647 -0.96993 -2.29831
H 3.54808 -0.73270 -0.02507
H 5.74474 0.04463 0.76202
H 6.45341 2.37933 0.35277
H 4.94846 3.93360 -0.84312
H 2.76055 3.16519 -1.64957
C -2.00312 -2.07402 4.10610
C -2.23882 -1.08943 2.99987
O -1.26348 -0.53007 2.48931
C -3.63245 -0.82020 2.58625
C -4.67729 -0.97231 3.50184
C -5.97858 -0.68415 3.12635
C -6.25028 -0.27780 1.82598
C -5.21997 -0.15163 0.90196
C -3.91456 -0.41340 1.28041
H -0.94418 -2.30972 4.17083
H -2.58789 -2.97857 3.94036
H -2.32274 -1.65192 5.06156
H -4.47831 -1.30035 4.51364
H -6.78207 -0.78959 3.84252
H -7.27003 -0.06916 1.53028
H -5.43405 0.15281 -0.11416
H -3.11665 -0.30771 0.56081
C -1.23803 2.25440 4.36671
N -2.51560 2.49291 3.71974
C -3.62562 2.88696 4.57327
C -2.65863 2.40777 2.40136
O -1.77741 2.06496 1.60642
H -0.83194 3.19011 4.75618
H -0.54534 1.82591 3.64806
H -1.37128 1.56189 5.19921
H -3.40159 3.82452 5.08343
H -3.81036 2.11551 5.32178
H -4.52464 3.01259 3.97401
H -3.65800 2.68450 2.04675
O -0.08480 -6.99171 -4.28335
C 0.79685 -6.05319 -3.90546
O 1.88397 -5.99262 -4.40398
C 0.34557 -5.05498 -2.87758
C -0.96417 -4.59952 -2.80217
C -1.30406 -3.59913 -1.90275
C -0.32806 -3.05913 -1.07415
S -0.87310 -1.93262 0.18188
C 0.98148 -3.52848 -1.13193
C 1.31694 -4.51141 -2.04171
H -0.87586 -6.98338 -3.73126
H -1.72616 -4.98760 -3.46778
H -2.32244 -3.23665 -1.84774
H 1.73866 -3.11052 -0.48011
H 2.33562 -4.86512 -2.12605
```

Its largest force on an atom is 2.6 eV Å⁻¹. The energy is -108890.804 eV. The energy above the lowest of the compared OMol25 structures with the same formula, charge and spin comes out at 19.0 kcal per mole. The spin multiplicity is 2. The value obtained for the highest occupied orbital energy (spin up / spin down) is -13.257 / -13.243 eV. As for the net charge: +2. The gap between HOMO and LUMO (spin up / spin down) is 5.92 / 6.40 eV.

Atom charges from the Mulliken analysis, given in e for atoms 1 to 5:
1 Re 2.719
2 N 0.013
3 C -0.410
4 N 1.051
5 C -1.327

=====

- What is the energy above the lowest of the compared OMol25 structures with the same formula, charge and spin in the second record?
  19.0 kcal per mole

=====

- Look up the energy above the lowest of the compared OMol25 structures with the same formula, charge and spin of the second one.
  19.0 kcal per mole

=====

- energy of number 2 (C43H40N5O6PReS3)?
  -108890.804 eV